Record 1
193
Properties=species:S:1:pos:R:3 method="wB97M-V/def2-TZVPD" e_homo_ev=-10.24 energy_ha=-6605.5272 relative_energy_kj_mol=53.2 gap_ev=10.00
C -6.18466 4.35629 5.15540
C -5.57954 3.65159 3.96739
O -6.64108 3.02652 3.21550
P -6.32695 2.43834 1.77153
O -5.29779 3.17818 1.02077
O -7.78867 2.46106 1.13940
C -7.96967 2.68612 -0.25306
C -7.15374 1.81749 -1.19120
O -6.01007 0.90527 2.08012
C -5.01453 0.22989 1.30535
C -3.96468 -0.29669 2.25707
H -7.00263 5.00886 4.85232
H -6.52084 3.59199 5.85752
H -5.49545 4.99816 5.70525
H -5.04272 4.34148 3.31435
H -4.94109 2.81267 4.25793
H -9.02487 2.50429 -0.45832
H -7.80727 3.72727 -0.54514
H -6.07177 1.93539 -1.10965
H -7.33023 0.74948 -1.03779
H -7.42288 2.10145 -2.20953
H -5.48676 -0.58843 0.75570
H -4.50352 0.81851 0.54041
H -3.83770 0.48034 3.02272
H -4.36555 -1.08916 2.89859
H -2.98893 -0.56521 1.86636
C 3.94217 -6.94632 -6.94205
C 3.91220 -5.87406 -5.87951
O 2.55100 -5.61593 -5.39650
P 1.79525 -6.79715 -4.61025
O 2.66347 -7.88368 -4.13689
O 1.02852 -6.01924 -3.43256
C 1.83607 -5.36462 -2.46293
C 1.02340 -4.34269 -1.68382
O 0.61398 -7.28000 -5.56013
C -0.18324 -6.39327 -6.36181
C -0.55717 -5.06939 -5.73561
H 3.34570 -6.70844 -7.82614
H 4.96186 -7.09732 -7.29777
H 3.51169 -7.87704 -6.57221
H 4.51885 -6.03301 -4.99083
H 4.16661 -4.90692 -6.31686
H 2.28823 -6.06747 -1.76115
H 2.64351 -4.81210 -2.95245
H 1.52854 -4.00517 -0.78274
H 0.73419 -3.53429 -2.35687
H 0.05778 -4.74012 -1.35543
H 0.37556 -6.19839 -7.28173
H -1.07378 -6.94225 -6.66343
H 0.25950 -4.34742 -5.80426
H -1.40230 -4.57866 -6.22935
H -0.90213 -5.07411 -4.70225
C 0.51297 -0.69499 1.62634
C 0.67775 -1.00333 0.15255
O 1.18214 0.16378 -0.53125
P 0.60198 0.45820 -1.99583
O 1.23652 1.49271 -2.83033
O 0.54059 -0.96866 -2.66870
C 0.41096 -1.31707 -4.04775
C -0.20638 -0.34792 -5.03734
O -0.92647 0.76476 -1.61052
C -1.61200 1.98698 -1.91207
C -2.64349 1.79163 -3.02519
H 0.35831 -1.64802 2.13590
H 1.46920 -0.31484 1.99367
H -0.21545 0.05653 1.93273
H 1.56602 -1.64931 0.12557
H -0.09283 -1.59465 -0.33642
H 1.43608 -1.51216 -4.39226
H -0.01032 -2.32347 -4.09033
H 0.54092 0.38045 -5.34700
H -0.69287 -0.89927 -5.83401
H -0.96319 0.25507 -4.52758
H -2.11207 2.37473 -1.02302
H -0.86165 2.74388 -2.13707
H -2.21326 2.07066 -3.98991
H -2.94706 0.74876 -2.96980
H -3.44494 2.52646 -2.94403
C -0.17542 7.98203 2.25755
C 1.10019 7.93906 3.08160
O 1.70996 6.63836 2.78853
P 2.60508 6.48117 1.47329
O 3.01934 7.70198 0.77589
O 3.76542 5.49876 1.95093
C 4.62591 5.99503 2.99850
C 6.05198 5.80493 2.50609
O 1.65610 5.49617 0.66310
C 1.69907 5.41905 -0.76535
C 1.36339 3.98591 -1.15091
H -0.81484 8.81099 2.57824
H 0.07357 8.16652 1.21246
H -0.75721 7.07397 2.36869
H 1.83741 8.68687 2.80353
H 0.85042 7.86191 4.13738
H 4.49027 7.06564 3.19582
H 4.33141 5.52811 3.93696
H 6.18523 6.29635 1.54962
H 6.76982 6.14539 3.25780
H 6.26559 4.73349 2.47650
H 0.86297 5.98904 -1.17438
H 2.65477 5.73207 -1.18104
H 0.63922 3.55792 -0.45299
H 1.03252 3.93499 -2.18569
H 2.16788 3.25414 -1.04652
C 4.27934 -2.57615 6.02668
C 2.91810 -2.01190 6.42085
O 1.89742 -2.99648 6.19735
P 0.40649 -2.63598 6.57080
O 0.14749 -1.98846 7.87267
O -0.23931 -4.08857 6.48344
C -1.52094 -4.30676 7.10139
C -1.30945 -5.00384 8.45652
O -0.17344 -1.84758 5.34266
C -1.17880 -0.83952 5.34982
C -0.62078 0.48596 5.83388
H 4.80610 -3.14871 6.78273
H 4.36595 -3.01612 5.03520
H 4.82335 -1.62512 5.91105
H 2.97234 -1.73972 7.47771
H 2.66481 -1.11356 5.85057
H -2.05740 -3.36477 7.20221
H -2.08750 -4.97648 6.45570
H -2.09416 -5.74199 8.61555
H -0.36424 -5.53548 8.36045
H -1.26096 -4.27259 9.25758
H -1.43612 -0.73590 4.29167
H -2.12268 -1.02667 5.86524
H -1.35623 1.29112 5.85533
H -0.18293 0.31421 6.82124
H 0.21359 0.89533 5.25547
C -1.71956 -4.93337 3.39777
N -1.69024 -4.06309 2.18410
O -1.31364 -4.48149 1.11918
O -2.09167 -2.92206 2.34954
H -1.46802 -5.94106 3.09188
H -2.66687 -4.76966 3.89593
H -0.93334 -4.48651 4.00897
C -2.53298 -0.13848 -9.98872
N -2.21119 0.20196 -8.58091
O -2.14962 -0.72605 -7.80158
O -2.14050 1.37699 -8.27771
H -1.83854 -0.92342 -10.28239
H -2.39934 0.74289 -10.60268
H -3.52825 -0.57118 -9.99607
C 4.09323 0.08704 3.24353
N 3.58428 1.44300 3.63470
O 2.52839 1.53296 4.22860
O 4.33158 2.37088 3.40542
H 4.50250 0.29021 2.25703
H 3.34855 -0.69566 3.29697
H 4.92981 -0.03251 3.92974
C 4.81495 -1.49901 -2.32012
N 4.38044 -1.48416 -0.89850
O 3.93422 -2.51577 -0.41633
O 4.34254 -0.41669 -0.33184
H 4.44064 -0.58940 -2.78277
H 4.37983 -2.32996 -2.86525
H 5.90070 -1.53267 -2.31165
C -1.25614 3.54879 -6.55156
N -0.83247 4.93902 -6.20787
O 0.34761 5.09363 -5.95920
O -1.66976 5.81084 -6.10980
H -1.11048 3.01178 -5.62073
H -0.56709 3.24743 -7.33324
H -2.27018 3.54542 -6.92651
C 3.63550 -5.05469 2.03285
N 2.44917 -4.20672 2.28153
O 2.61456 -3.23269 2.97944
O 1.38972 -4.55514 1.80342
H 4.50456 -4.55882 2.44662
H 3.74736 -5.33887 0.99099
H 3.49275 -5.99475 2.56801
C -1.73029 4.51801 3.35955
N -1.88703 4.20167 1.91078
O -1.90031 5.11307 1.11094
O -1.96797 3.02840 1.63520
H -1.64253 5.57467 3.56768
H -0.92120 3.91001 3.74979
H -2.67884 4.14095 3.74696
C -2.75837 -2.78776 -1.37249
N -3.20533 -2.74871 -2.80364
O -2.94955 -3.72221 -3.48633
O -3.63931 -1.70731 -3.23951
H -2.12407 -1.89870 -1.31952
H -2.13163 -3.63815 -1.15057
H -3.67030 -2.56853 -0.82433
C 4.28707 3.07226 -2.43946
N 5.30996 2.90688 -3.48590
O 6.36950 2.39615 -3.17011
O 5.00591 3.20634 -4.61753
H 3.90287 4.08701 -2.47181
H 4.63421 2.71994 -1.47672
H 3.43679 2.45987 -2.75292

=====

Record 2
23
Properties=species:S:1:pos:R:3 method="wB97M-V/def2-TZVPD" e_homo_ev="-6.80 / -6.80" energy_ha=-480.2428 smiles="C=C1C=C2CCCC2=C=N1.C#C" relative_energy_kj_mol=753.1 gap_ev="6.47 / 6.48"
C -1.93445 -3.04169 0.06871
C -1.32695 -1.82131 0.02102
C 0.13668 -1.81337 0.20547
C 0.87899 -0.73737 -0.07354
C 2.32799 -0.50687 -0.01445
C 2.51530 1.02424 -0.32039
C 1.28003 1.71357 0.19901
C 0.21649 0.65640 -0.04732
C -1.06276 0.38301 -0.08826
N -1.83683 -0.58629 -0.30595
H -2.95348 -3.09157 -0.06736
H -1.39480 -3.99489 0.06284
H 0.72186 -2.62581 0.45947
H 2.76514 -0.82942 0.89321
H 2.97179 -1.20459 -0.60424
H 2.61954 1.23546 -1.32122
H 3.50287 1.46156 0.01672
H 0.91780 2.52243 -0.38251
H 1.13252 1.78396 1.30313
C -2.92444 2.68026 0.51606
C -2.80717 2.06101 -0.51793
H -2.94292 2.92564 1.55130
H -2.80322 1.80564 -1.55377

=====

Record 3
9
Properties=species:S:1:pos:R:3 method="wB97M-V/def2-TZVPD" e_homo_ev="-13.03 / -13.02" energy_ha=-1600.8955 relative_energy_kj_mol=415.5 total_charge=+1 gap_ev="7.23 / 5.25" s2=0.754 spin_multiplicity=2
O 0.36719 -1.16278 -0.89047
C -0.84247 -0.86192 -1.58714
C 0.52018 -0.43045 0.32893
O -1.39767 0.13283 -0.98798
C -0.43793 0.70282 0.13828
F 0.02351 -1.28290 1.34389
H -0.05197 1.61442 -0.33294
H -1.03769 0.90336 1.03185
Lu 2.85686 0.38459 0.95557

=====

Record 4
49
Properties=species:S:1:pos:R:3 method="wB97M-V/def2-TZVPD" e_homo_ev="-3.72 / -3.75" energy_ha=-2708.9549 total_charge=-1 gap_ev="5.76 / 5.79" s2=3.753 spin_multiplicity=4
Nd 0.91597 -0.26225 -0.89569
O -0.92045 -4.29422 0.55222
C -0.45923 -3.33152 -0.10009
O 0.45738 -2.46619 0.23899
C -0.88890 -3.15187 -1.54372
C -1.62706 -4.13400 -2.30388
C -1.77354 -3.89879 -3.67752
C -1.08324 -2.85067 -4.25598
C -0.36232 -1.95130 -3.46615
N -0.42009 -2.05350 -2.14862
C 0.68117 -1.00415 -4.04215
O 0.74467 -0.87585 -5.26557
O 1.40592 -0.46574 -3.14176
H -1.87194 -5.11344 -1.90629
H -2.51416 -4.49217 -4.17760
H -1.08394 -2.62729 -5.31951
S 3.77698 -0.54159 -0.37110
C 3.58206 0.27388 1.17399
C 4.09679 -0.26042 2.36926
C 3.80161 0.25856 3.64592
C 3.06353 1.44824 3.78352
C 2.51684 1.97936 2.63860
C 2.71543 1.46783 1.35004
S 1.97645 2.31860 -0.02615
H 4.71544 -1.19946 2.20608
H 4.07689 -0.23458 4.53360
H 2.87065 1.91355 4.76806
H 1.93308 2.85969 2.51211
C -0.89723 3.10426 -2.70499
C -1.32258 2.02793 -1.72743
O -0.96136 0.79988 -1.90099
N -2.20850 2.25080 -0.71834
C -2.74180 1.18821 0.13362
C -1.82375 1.02027 1.33726
C -1.90599 1.95101 2.44335
C -1.23583 1.59173 3.59700
C -0.47933 0.41950 3.68660
C -0.47119 -0.35902 2.48523
N -0.98883 -0.03306 1.31877
H -1.72852 3.34419 -3.37227
H 0.01661 2.71516 -3.26250
H -0.78203 4.01014 -2.12853
H -2.37589 3.22342 -0.39227
H -2.66214 0.23035 -0.43800
H -3.83051 1.34396 0.43595
H -2.56952 2.86375 2.33690
H -1.24649 2.23170 4.46977
H -0.03190 0.10319 4.65299
H -0.07921 -1.33809 2.61726

=====

Record 5
8
Properties=species:S:1:pos:R:3 method="wB97M-V/def2-TZVPD" e_homo_ev="-10.58 / -10.69" energy_ha=-198.6692 total_charge=+1 gap_ev="3.86 / 3.96"
C -1.29478 -0.14435 0.46529
C -0.23957 0.70629 0.53640
O 1.02826 0.19359 0.71480
Li 0.84257 -1.18150 -0.71573
H -2.30532 0.22922 0.28450
H -1.20096 -1.23303 0.62415
Y 1.54381 2.36706 0.41426
H 1.62598 -0.93729 -2.32367

=====

Record 6
20
Properties=species:S:1:pos:R:3 method="wB97M-V/def2-TZVPD" e_homo_ev="-15.14 / -15.40" energy_ha=-327.9415 relative_energy_kj_mol=193.7 total_charge=+1 gap_ev="10.71 / 7.55" s2=0.763 spin_multiplicity=2
C 0.21265 -1.49100 -2.41739
C 0.08625 -1.48687 -0.92337
C 0.33505 -0.32398 -0.25169
N 0.26793 -0.25656 1.11627
C 0.26690 1.11899 1.68911
C 1.64805 1.58361 2.18100
H 1.22060 -1.49956 -2.82977
H -0.43696 -2.28761 -2.80506
H -0.37660 -0.67786 -2.84755
H -0.25124 -2.40338 -0.43839
H 0.29130 0.58953 -0.83952
H -0.65295 -0.62692 1.36970
H -0.51648 1.17397 2.43549
H 0.00746 1.88833 0.94696
H 2.34181 0.82259 2.51214
H 1.53377 2.41439 2.89345
H 2.17269 2.20137 1.44723
H -2.95587 0.30087 -0.57994
H -2.14283 -0.60102 -1.46683
O -3.05152 -0.43889 -1.19183